Density functional theory data (the ωB97M-V functional and the def2-TZVPD basis) for a structure of composition C6F18InO18S6 at a distorted geometry.

Geometry as XYZ:
```
49
C6F18InO18S6 (the ωB97M-V functional and the def2-TZVPD basis)
In 0.516 -2.028 -0.716
C -6.091 0.347 2.054
F -6.526 1.399 1.451
F -6.697 0.230 3.212
F -6.130 -0.757 1.267
S -4.165 0.575 2.418
O -3.844 1.974 2.133
O -3.930 0.292 3.837
O -3.430 -0.366 1.533
C 0.751 1.561 5.643
F 1.648 2.013 6.518
F 0.701 0.284 5.590
F -0.443 1.935 6.097
S 1.095 2.265 3.895
O 0.100 3.370 3.769
O 2.518 2.694 3.976
O 0.799 1.235 2.859
C 2.600 4.628 -3.480
F 3.219 5.622 -2.894
F 1.534 5.006 -4.201
F 3.380 3.976 -4.326
S 2.186 3.425 -2.063
O 3.272 3.454 -1.091
O 1.026 3.991 -1.390
O 2.021 2.066 -2.607
C -3.049 3.079 -4.526
F -3.772 2.446 -5.420
F -1.751 2.740 -4.697
F -3.155 4.401 -4.414
S -3.428 2.428 -2.790
O -3.206 3.643 -1.893
O -4.767 1.865 -2.739
O -2.470 1.365 -2.568
C -1.267 -7.095 3.886
F -0.560 -7.326 4.988
F -0.724 -7.901 2.923
F -2.529 -7.429 4.111
S -1.306 -5.226 3.113
O 0.055 -4.758 3.056
O -1.794 -5.229 1.760
O -2.063 -4.281 3.931
C 6.554 -3.555 -4.414
F 7.490 -3.297 -5.412
F 5.422 -4.100 -4.945
F 6.897 -4.340 -3.390
S 5.920 -1.892 -3.596
O 5.626 -1.052 -4.762
O 4.704 -2.302 -2.877
O 7.061 -1.374 -2.805
```

The charge is -3. For the lowest unoccupied orbital energy, the calculation gives -1.045 eV. The energy above the lowest of the compared OMol25 structures with the same formula, charge and spin comes out at 202.00 kcal per mole. The highest occupied orbital energy is -0.10568 Eh. Its total energy is -5959.5654 a.u.